1.
A molecular structure, C14H17N3O4, computed with ωB97M-V/def2-TZVPD.

Output
Electronic energy ... -1008.39567 a.u.
Total charge ... 0
LUMO ... -0.1 eV
E_HOMO ... -8.09 eV

Geometry (Å):
C (2.252, -0.908, -1.031)
C (-3.071, -1.465, -0.432)
N (0.109, -1.240, 1.056)
H (-0.694, -1.707, 0.966)
C (-1.904, 0.129, 1.038)
C (3.518, 0.995, 0.210)
H (2.468, -1.037, -2.174)
H (1.460, -0.341, -1.088)
H (2.961, -2.778, 0.004)
C (-3.136, 0.908, -1.001)
H (6.620, 0.614, -0.534)
H (4.932, -1.322, -1.398)
C (4.755, -0.410, -0.904)
H (-0.686, 3.124, -0.196)
C (1.344, -1.524, 1.058)
C (-2.312, -0.414, -0.650)
H (1.534, -2.629, 1.759)
H (-3.954, 0.771, -1.674)
C (-2.058, 1.991, -1.496)
O (-2.588, -2.291, 0.399)
N (3.575, -0.047, -0.758)
H (-3.286, -3.182, 0.420)
O (-3.547, 1.776, 0.274)
C (-1.515, 2.561, -0.272)
O (-4.165, -1.636, -0.990)
C (-0.333, 0.121, 0.918)
N (4.735, 1.289, 0.238)
O (0.406, 1.056, 1.046)
H (-1.708, 2.272, -2.359)
C (5.435, 0.480, -0.166)
H (2.764, 1.481, 0.452)
H (1.209, -2.748, -0.563)
H (-1.576, -0.562, -1.136)
C (-2.287, 1.694, 0.920)
H (-2.400, -0.309, 1.795)
H (-2.396, 2.228, 2.088)
H (2.047, -0.688, 1.581)
C (1.990, -2.072, -0.328)

Table of Mulliken atomic charges, one value per atom, all in e: -1.5447, 0.3514, 0.4009, 0.0641, -0.9574, -0.7100, 0.3061, 0.7269, 0.2662, 0.1048, 0.1934, 0.4829, -0.0533, 0.5765, -0.7411, -1.0787, 0.2674, 0.6908, -1.0432, -0.5234, 0.2031, 0.4500, -0.5343, -0.6690, -0.6695, 0.1996, -0.4042, -0.5357, 0.6220, -0.5034, 0.8190, 0.4290, 1.2103, 0.1876, 1.0142, 0.2951, 0.2835, -0.1771

***

2.
A single C4H7N3O molecule, computed with ωB97M-V/def2-TZVPD.

Output
SMILES ... CC(=O)N(C)NC#N
Electronic energy ... -396.07354 a.u.
Total charge ... 0
LUMO ... 0.5 eV
E_HOMO ... -9.95 eV

Geometry (Å):
H (-1.928, -1.354, -0.891)
C (1.572, -0.765, 0.789)
H (2.472, -1.196, 0.354)
H (1.270, -1.370, 1.645)
C (0.454, -0.840, -0.224)
H (-2.722, -0.030, -0.029)
H (1.784, 0.239, 1.129)
N (-0.666, -0.068, 0.089)
C (0.628, 1.830, -0.267)
C (-1.892, -0.314, -0.654)
O (0.455, -1.585, -1.172)
N (-0.430, 1.305, 0.337)
H (-0.615, 1.612, 1.283)
N (1.550, 2.247, -0.804)
H (-1.931, 0.288, -1.583)

Table of Mulliken atomic charges, one value per atom, all in e: 0.3699, -1.0280, 0.2810, 0.3008, 0.5384, 0.2752, 0.3642, 0.1969, 0.3889, -0.8427, -0.5611, -0.4152, 0.2454, -0.4241, 0.3103

***

Per-record HOMO-LUMO gap, eV: 8.0, 10.5
Per-record energy relative to the best compared isomer or geometry (same formula, charge and spin), eV: 16.473, 2.037